C31H50BN5O2P2PtS as an isolated structure, computed with ωB97M-V/def2-TZVPD.

Each line ends with the natural charge from an NBO analysis.
Geometry (Å):
H 3.0352 -0.8600 3.7915  0.212
H -0.2933 2.8164 3.3016  0.211
H 3.6808 -0.0229 0.9151  0.222
C -0.8668 4.8556 0.8177  -0.614
N -2.9235 -1.9987 -0.6435  -0.559
P 2.0737 -2.3636 -0.4886  0.975
C 4.1647 -0.4828 0.0511  -0.626
C 3.0881 -4.4172 -2.1056  -0.621
C -4.9735 -1.2434 0.2311  -0.221
H 2.7930 -6.0065 -0.0295  0.211
C 0.4472 0.9589 2.4888  0.200
H -5.8986 -0.2289 3.2990  0.217
C 1.3918 -0.0786 2.6419  0.110
H 0.6485 5.8113 -1.2371  0.209
H -0.2252 5.6816 1.1404  0.209
H -4.4368 3.5013 -1.4998  0.207
H -1.7202 4.0007 -3.1745  0.211
C 2.2911 -5.0492 0.1320  -0.617
C 0.0256 4.9500 -1.4960  -0.615
H 3.4648 -5.4423 -2.1535  0.210
C 0.4283 2.0141 3.3871  -0.285
C 4.4886 -3.8923 -0.0855  -0.618
O -0.9835 -3.8954 -1.8903  -0.559
H -3.5550 -0.8424 3.7649  0.220
S -5.3523 -1.5592 -1.4410  0.345
C 3.1343 -0.8914 -1.0071  -0.337
H 3.1460 -1.5910 -3.0795  0.216
N -0.3581 0.6777 1.3826  -0.723
H 4.9380 -4.8890 -0.1273  0.215
P -0.8208 2.3723 -0.7833  0.835
C 3.8420 -1.2075 -2.3305  -0.613
H -3.6173 3.3489 0.0576  0.208
H 1.8551 3.1933 -0.5147  0.216
C 1.9639 -2.1710 1.3650  -0.528
H 4.2727 -0.2825 -2.7216  0.214
H 4.7728 -1.3166 0.3988  0.209
H 0.5096 4.4210 -2.3203  0.216
H 2.8388 1.1353 -1.6460  0.207
H 1.2727 -5.1366 -0.2337  0.229
C -3.4646 3.5717 -1.0011  -0.615
C -3.1227 -1.4362 1.7623  -0.156
H -6.8363 -0.5074 1.0260  0.220
C -0.1313 4.0570 -0.2615  -0.313
H -2.0975 -1.7139 1.9633  0.232
H 1.2621 3.1031 1.1441  0.221
C -3.9471 -0.9527 2.7622  -0.222
H 2.2643 -4.8747 1.2069  0.208
N -3.2610 -2.4222 -2.9202  -0.802
C -3.6326 -1.5634 0.4732  0.097
H 5.1219 -3.2216 -0.6650  0.208
H -1.0999 4.2734 1.7099  0.200
C -5.2738 -0.6074 2.5009  -0.222
H -1.7945 5.2884 0.4497  0.210
Pt -0.5010 -1.9142 -0.6490  0.708
C -2.2007 3.0279 -3.0976  -0.615
H -0.9335 5.3347 -1.8431  0.203
H -1.4928 2.3982 1.6144  0.217
H 4.8397 0.2613 -0.3817  0.215
H -3.9574 -2.6251 -3.6159  0.396
H 1.3638 2.8587 5.1183  0.210
C 2.3194 -0.0564 3.6687  -0.249
C 3.0652 -3.9659 -0.6375  -0.326
C -1.3318 1.6261 0.8644  -0.518
H 1.4965 -3.0750 1.7624  0.225
H -2.2922 1.1275 0.7449  0.234
H 4.6549 -1.9222 -2.2100  0.205
H 1.8087 4.6488 0.4951  0.206
H -2.3973 0.4504 -2.0313  0.223
C -3.6901 -2.0576 -1.6904  0.310
H 4.5084 -3.5701 0.9575  0.207
C 2.2226 0.3118 -1.2701  -0.608
H 1.7221 0.6629 -0.3708  0.230
H -3.1481 3.0812 -3.6427  0.204
C -2.4795 2.6017 -1.6498  -0.320
N 1.1534 -1.0141 1.6485  -0.713
C 2.3042 1.0196 4.5524  -0.235
C 1.2805 3.7229 0.2481  -0.621
H -1.5639 2.2953 -3.5979  0.218
C -5.8039 -0.7584 1.2313  -0.207
O -0.8550 -3.9867 0.1890  -0.466
H 1.4541 0.0950 -2.0133  0.226
C -3.1219 1.2111 -1.7279  -0.622
C 1.3681 2.0357 4.4156  -0.219
H -3.9266 1.2301 -2.4689  0.212
H -3.5637 0.9066 -0.7802  0.208
H -2.4362 -3.0145 -2.9274  0.436
H 3.7310 -3.8018 -2.7288  0.211
B 0.0576 -0.5850 0.8210  0.536
H 2.0815 -4.4113 -2.5298  0.227
H 2.9525 -2.0753 1.8175  0.220
H -3.1274 4.6041 -1.0890  0.204
H 3.0236 1.0568 5.3598  0.211
N -1.1142 -4.5982 -0.8640  0.355

The value obtained for the frontier orbital gap (spin up / spin down) is 6.48 / 6.89 eV. As for the multiplicity: 3. The calculation puts the HOMO energy (spin up / spin down) at -0.2231 / -0.2766 Ha.

=====

C31H50ClPSW as an isolated structure at a distorted geometry, computed with ωB97M-V/def2-TZVPD.

Each line ends with the Mulliken spin population.
Geometry (Å):
C -1.2396 2.0901 -4.4324  0.002
H -5.4102 -1.0203 -2.0277  0.000
C 1.2945 -3.3295 3.0382  -0.001
C -3.5172 -0.3188 -1.2386  0.002
H -0.6499 1.3117 -4.9324  0.000
H -3.9972 -1.6160 -2.9010  0.000
H -2.1383 2.2502 -5.0401  0.000
H 4.0092 0.4922 -0.9066  0.004
C 3.6227 -2.7088 4.4653  0.005
H -2.9938 -4.0624 -0.1370  0.000
H -1.0515 4.1903 -3.9519  0.000
H -3.9314 -0.0860 -0.2533  0.000
H 1.4829 2.4708 -3.8719  0.000
C 2.0714 -4.3517 3.5971  0.003
H 3.3147 0.2332 1.9504  -0.034
H -4.8895 -2.4751 -0.0961  0.000
H -2.2955 2.3392 -2.5680  0.001
H 5.2306 -0.8191 1.5431  0.001
C -2.0756 -0.8479 -1.0819  0.004
C 2.8501 -1.6881 3.9083  -0.003
C 5.2246 -0.6766 0.4545  -0.001
Cl 2.0480 -1.2746 -1.9784  0.060
H -2.2092 0.6627 -3.1253  0.001
H -1.0722 -2.4719 -0.0238  -0.048
C -4.3987 -2.6827 -1.0579  0.001
H 5.0971 1.4482 0.0935  -0.001
H 0.3927 -3.5760 2.4927  -0.006
H -0.4472 2.1114 0.9352  0.008
H -1.6092 4.3023 1.3061  0.000
H 1.2760 2.5821 -1.4104  0.003
S 0.7133 -0.6564 2.4874  0.012
C -1.3786 1.6200 0.6090  -0.009
P -0.7427 0.3666 -0.6279  0.059
H 3.1556 -0.6595 4.0464  0.002
H 1.3476 4.1459 -3.3310  0.000
C -2.3043 2.7054 0.0263  0.005
H -2.5223 -3.5130 -1.7438  0.000
C -2.9738 -3.1868 -0.7963  0.003
C -3.1813 3.2319 2.3404  0.000
H 1.4350 1.9076 0.3868  0.009
H -0.2489 3.4609 -1.5470  0.000
H -3.2154 4.5753 0.6296  0.000
H -3.3208 4.0218 3.0880  0.000
C 3.2367 -4.0416 4.3071  -0.005
C 1.6903 -1.9945 3.1785  0.024
H -2.9675 0.5149 1.5809  0.005
H 1.7721 -5.3855 3.4815  0.000
H 0.2628 0.6857 -2.7145  0.002
H -3.2615 2.2401 -0.2392  0.000
C 0.3823 2.7044 -2.0306  0.000
H -2.7880 1.6556 3.7845  0.000
H -4.9923 -3.4585 -1.5559  0.000
H -1.3516 2.5241 3.2452  0.000
H -1.8913 3.1387 -0.8870  0.000
W 1.1107 -0.6571 0.0258  1.807
H 1.8523 -3.8719 0.5171  0.000
C -2.0863 -2.0961 -0.1801  0.087
H -0.0902 3.6931 -5.3449  0.000
C -0.4184 3.3817 -4.3460  0.000
C 1.9017 0.9154 0.4798  -0.177
H 4.5197 -2.4650 5.0217  0.000
C -1.6442 1.5930 -3.0383  -0.002
C 0.7952 3.2030 -3.4259  0.003
H 5.4595 -2.7346 -0.1927  0.000
H 3.0349 -1.8558 1.2275  -0.033
H -3.5471 0.6024 -1.8254  -0.001
C 4.4209 0.5849 0.1082  -0.010
H 6.2678 -0.5290 0.1490  0.000
C -2.0324 1.0138 1.8623  -0.001
C 2.7685 -3.5550 0.0268  -0.015
C 3.4250 -2.4574 0.4060  0.088
C -4.3891 -1.3987 -1.8975  0.001
H 3.8374 -4.8313 4.7389  0.000
C 3.2733 0.9143 1.0897  0.111
C -0.3908 1.3789 -2.1661  -0.015
H 3.4413 1.9273 1.4925  -0.011
H 4.4844 -1.7183 -1.2740  0.003
H -2.4783 -1.8183 0.8080  0.006
H -4.1790 2.8343 2.1061  0.000
C -2.5614 3.8089 1.0632  0.002
H -1.7319 -1.1619 -2.0806  0.044
C 4.6895 -1.9521 -0.2194  0.005
H -1.3912 0.2402 2.2881  -0.001
C -2.3104 2.1045 2.9058  -0.001
H 3.1251 -4.1751 -0.7938  0.002

The value obtained for the frontier orbital gap (spin up / spin down) is 7.40 / 7.10 eV. As for the multiplicity: 3. The calculation puts the HOMO energy (spin up / spin down) at -0.2490 / -0.2567 Ha.